1.
C38H36N2O2 | ωB97M-V/def2-TZVPD

The geometry in ORCA input format:
```
! RIJCOSX wB97M-V def2-TZVPD def2/J DEFGRID3
* xyz 0 1
C -5.4986 -3.5121 1.5874
N -4.8436 -3.1091 2.8152
C -5.3565 -3.7927 3.9870
C -3.5579 -2.5594 2.7931
C -3.3417 -1.1987 2.4552
C -2.0631 -0.7027 2.3977
C -0.9042 -1.5356 2.6024
C 0.3660 -0.9567 2.3779
C 1.6598 -1.5402 2.4733
C 2.7894 -0.6649 2.6375
C 4.0790 -1.1425 2.7395
C 4.3172 -2.5406 2.7359
N 5.6215 -3.0640 2.7793
C 6.1632 -3.6441 3.9938
C 6.2449 -3.6066 1.5841
C 3.2174 -3.4214 2.6197
C 1.9385 -2.9406 2.3870
C -1.1558 -2.8791 3.0439
C -2.4415 -3.3825 3.0720
H -5.2390 -2.8258 0.7750
H -5.2270 -4.5387 1.2817
H -6.5827 -3.4882 1.7538
H -5.0512 -3.2661 4.8997
H -6.4522 -3.7859 3.9252
H -5.0258 -4.8422 4.0573
H -4.2048 -0.5591 2.2594
H -1.9097 0.3595 2.1955
H 0.3554 0.1109 2.1657
H 2.6074 0.4059 2.7306
H 4.9266 -0.4672 2.8428
H 5.8647 -3.0503 4.8650
H 5.8438 -4.6897 4.1504
H 7.2577 -3.6368 3.9114
H 5.9993 -2.9907 0.7117
H 7.3316 -3.5946 1.7357
H 5.9436 -4.6483 1.3768
H 3.4245 -4.4881 2.6886
H 1.1410 -3.6436 2.1435
H -0.3378 -3.5025 3.4168
H -2.6377 -4.4335 3.2902
C -0.6797 -0.9701 -5.0529
C -0.2291 -1.1344 -3.7393
C -0.3553 -0.0806 -2.8347
C -0.7795 1.1900 -3.2931
C -0.7420 2.3573 -2.4100
C -1.6379 2.3044 -1.2769
C -1.8006 3.4994 -0.3882
C -2.3981 4.6570 -0.8729
C -2.5773 5.7458 -0.0151
C -2.1692 5.6459 1.3218
C -1.6326 4.4521 1.8161
C -1.4765 3.3643 0.9607
O -2.3075 1.2932 -1.0241
C 0.1634 3.4702 -2.6476
C 0.8694 3.6457 -3.9851
C 1.6209 2.6117 -4.5369
C 2.2926 2.7906 -5.7513
C 2.3387 4.0616 -6.3384
C 1.7164 5.1426 -5.7021
C 0.9881 4.9326 -4.5350
O 0.4921 4.2573 -1.7493
C -1.2843 1.3173 -4.6027
C -1.2306 0.2393 -5.4820
H -0.6151 -1.8044 -5.7561
H 0.2205 -2.0762 -3.4180
H -0.0785 -0.2083 -1.7820
H -2.7098 4.7089 -1.9184
H -3.0104 6.6743 -0.3891
H -2.2852 6.5046 1.9890
H -1.3271 4.3673 2.8621
H -1.0739 2.4166 1.3199
H 1.7083 1.6655 -4.0011
H 2.8033 1.9525 -6.2268
H 2.8857 4.2207 -7.2709
H 1.8220 6.1515 -6.1125
H 0.5397 5.7742 -4.0101
H -1.7162 2.2766 -4.9058
H -1.6068 0.3516 -6.4996
*
```

## Properties
- HOMO level (eV) = -5.69
- LUMO (eV) = -3.4719
- maximum force (eV/Å) = 1.58
- energy above the lowest of the compared OMol25 structures with the same formula, charge and spin (eV) = 4.404

=====

2.
C4H6I2 | ωB97M-V/def2-TZVPD

The geometry in ORCA input format:
```
! RIJCOSX wB97M-V def2-TZVPD def2/J DEFGRID3
* xyz 0 1
C 0.0995 -0.7197 1.1774
C 1.2915 -0.4128 0.2853
C 0.0153 0.4083 0.1477
C -0.6714 0.2476 -1.2586
I -0.1194 2.3728 0.9199
I -2.7922 1.0896 -1.1045
H -0.5131 -1.5820 1.1336
H 0.3261 -0.4641 2.2078
H 2.2160 -0.0305 0.7144
H 1.4350 -1.1572 -0.5140
H -0.7860 -0.7039 -1.6721
H -0.5013 0.9518 -2.0368
*
```

## Properties
- HOMO level (eV) = -8.81
- LUMO (eV) = 0.1148
- maximum force (eV/Å) = 3.85
- energy above the lowest of the compared OMol25 structures with the same formula, charge and spin (eV) = 0.342

=====

3.
C4H5NO2 | ωB97M-V/def2-TZVPD

The geometry in ORCA input format:
```
! RIJCOSX wB97M-V def2-TZVPD def2/J DEFGRID3
* xyz 0 1
O 2.3372 0.3381 -0.6505
C 1.2283 -0.1155 -0.7150
C 0.2977 -0.2131 0.5260
C -0.5653 1.3080 0.0706
N -1.0168 0.6205 1.0943
C -0.7914 -1.2449 0.2973
O -1.1878 -1.4671 -0.8325
H 0.7925 -0.5805 -1.6151
H 0.9312 -0.2061 1.4100
H -0.8429 1.0624 -0.9747
H -0.0376 2.2689 0.1949
H -1.1451 -1.7708 1.1948
*
```

## Properties
- HOMO level (eV) = -8.89
- LUMO (eV) = -0.1139
- maximum force (eV/Å) = 0.61
- energy above the lowest of the compared OMol25 structures with the same formula, charge and spin (eV) = 5.345

=====

4.
C3H4N2S2 | ωB97M-V/def2-TZVPD

The geometry in ORCA input format:
```
! RIJCOSX wB97M-V def2-TZVPD def2/J DEFGRID3
* xyz 0 1
H -2.5365 0.5276 -0.7911
N -2.0196 -0.4821 -0.6200
C -0.8621 -0.3095 0.0900
C 0.3262 -0.9730 0.3375
C 1.6134 0.0554 -0.0487
S 3.3106 -0.1180 -0.1717
S 0.9418 1.6369 -0.1607
N -0.6040 1.0707 0.5376
H 0.5792 -1.6840 -0.5106
H 0.6032 -1.2246 1.3199
H -1.3521 1.5004 0.0178
*
```

## Properties
- HOMO level (eV) = -8.97
- LUMO (eV) = -0.7188
- maximum force (eV/Å) = 8.43
- energy above the lowest of the compared OMol25 structures with the same formula, charge and spin (eV) = 3.606
- SMILES = [H]/N=C1/CC(=S)SN1

=====

5.
C4H6FN | ωB97M-V/def2-TZVPD

The geometry in ORCA input format:
```
! RIJCOSX wB97M-V def2-TZVPD def2/J DEFGRID3
* xyz 0 1
F -1.0261 -2.0652 2.0541
C -0.8245 -1.2384 0.9924
C -0.2424 -0.0442 1.0845
C -0.1965 0.7304 -0.1819
C 1.1420 0.8901 -0.8761
N -0.0107 0.1084 -1.4374
H -1.2849 -1.5874 0.0527
H -0.0196 0.4218 2.0182
H -0.8001 1.6384 -0.1774
H 1.2099 1.7289 -1.5663
H 2.0041 0.2979 -0.5051
H 0.0489 -0.8808 -1.4578
*
```

## Properties
- HOMO level (eV) = -9.35
- LUMO (eV) = 1.1852
- maximum force (eV/Å) = 1.86
- energy above the lowest of the compared OMol25 structures with the same formula, charge and spin (eV) = 1.824
- SMILES = F/C=C/[C@H]1CN1

=====

6.
C3HFS | ωB97M-V/def2-TZVPD

The geometry in ORCA input format:
```
! RIJCOSX wB97M-V def2-TZVPD def2/J DEFGRID3
* xyz 0 1
C 0.3233 0.7035 -0.0718
C -0.7080 1.5632 0.1699
C 1.6845 0.6471 -0.0720
F -1.9329 1.1339 -0.0138
S 3.2084 0.4019 0.0231
H 0.3078 -0.2858 -0.6255
*
```

## Properties
- HOMO level (eV) = -8.42
- LUMO (eV) = -1.0468
- maximum force (eV/Å) = 4.97
- energy above the lowest of the compared OMol25 structures with the same formula, charge and spin (eV) = 1.176

=====

7.
C7H9NO3 | ωB97M-V/def2-TZVPD

The geometry in ORCA input format:
```
! RIJCOSX wB97M-V def2-TZVPD def2/J DEFGRID3
* xyz 0 1
C 0.6058 2.3096 -0.4339
C 1.5292 1.3073 -0.9446
C -0.5405 0.2974 -0.8218
C 0.9292 3.5537 -0.1258
C -1.4177 -0.7123 -0.8919
C -0.7445 -2.9804 1.5848
C 0.1381 -2.6589 0.4867
N -0.5668 1.6307 -0.2999
O 2.7204 1.3243 -1.2001
O 0.7915 0.1344 -1.1346
O 1.1199 -1.8297 0.8339
H 0.2136 4.4807 -0.0584
H 1.9340 3.9359 -0.4275
H -2.4307 -0.6408 -0.5997
H -0.2446 -2.7179 2.5169
H -1.7288 -2.3826 1.5283
H -1.1515 -4.0299 1.5482
H -1.2212 -1.6075 -1.5092
H -1.4841 2.0859 0.0014
H 1.5485 -1.4998 -0.0528
*
```

## Properties
- HOMO level (eV) = -7.67
- LUMO (eV) = -0.1484
- maximum force (eV/Å) = 4.07
- energy above the lowest of the compared OMol25 structures with the same formula, charge and spin (eV) = 4.136

=====

| no. | DFT total energy (eV) |
| --- | --- |
| 1 | -47060.5241 |
| 2 | -20444.9503 |
| 3 | -9808.9699 |
| 4 | -27823.1831 |
| 5 | -8450.5102 |
| 6 | -16674.9539 |
| 7 | -15033.0150 |